(1)
This record from the OMol25 dataset describes one molecule with the formula C2H5NO. The level of theory is ωB97M-V/def2-TZVPD.

Summary:
* SMILES: CNC=O
* LUMO energy: 0.990 eV
* E_tot: -209.1633 a.u.
* relative energy (zero: lowest compared OMol25 entry of this formula, charge and spin): 155.1 kJ/mol

Positions of all 9 atoms, in Å:
C (-0.893, -0.624, 0.096)
N (-0.301, 0.700, 0.266)
C (1.283, 0.498, -0.023)
O (1.810, -0.584, -0.002)
H (-0.477, -1.326, 0.859)
H (-1.952, -0.557, 0.121)
H (-0.498, -0.968, -0.805)
H (-0.681, 1.383, -0.370)
H (1.708, 1.479, -0.142)

Atom charges from the Löwdin analysis, given in e for atoms 1 to 6: -0.154, -0.060, -0.221, 0.045, 0.096, 0.067



(2)
This record from the OMol25 dataset describes a 2-piece molecular cluster, C2H5NO overall. The level of theory is ωB97M-V/def2-TZVPD.

Summary:
* SMILES: C=N.C=O
* LUMO energy: 0.659 eV
* E_tot: -209.1171 a.u.
* relative energy (zero: lowest compared OMol25 entry of this formula, charge and spin): 276.2 kJ/mol

Positions of all 9 atoms, in Å:
C (0.317, -0.588, 1.424)
N (-0.957, -0.712, 1.458)
H (0.991, -1.404, 1.305)
H (0.821, 0.488, 1.528)
H (-1.158, -1.680, 1.396)
C (-0.001, 0.992, -1.825)
O (0.091, 1.099, -3.009)
H (-0.453, 0.186, -1.283)
H (0.350, 1.618, -0.992)

Atom charges from the Löwdin analysis, given in e for atoms 1 to 6: -0.156, 0.021, 0.044, 0.099, 0.016, -0.159



(3)
This record from the OMol25 dataset describes one molecule with the formula C2H5NO2. The level of theory is ωB97M-V/def2-TZVPD.

Summary:
* SMILES: [H]/N=C(/C)OO
* LUMO energy: 0.807 eV
* E_tot: -284.3145 a.u.
* relative energy (zero: lowest compared OMol25 entry of this formula, charge and spin): 401.4 kJ/mol

Positions of all 10 atoms, in Å:
H (1.833, -0.399, 1.295)
N (1.433, 0.238, 0.644)
C (0.377, 0.167, 0.051)
C (-0.334, 1.155, -0.809)
O (-0.601, -0.878, 0.054)
O (-0.382, -1.841, 1.082)
H (-0.840, 0.482, -1.392)
H (-1.025, 1.724, -0.156)
H (0.270, 1.967, -1.351)
H (-0.732, -2.616, 0.581)

Atom charges from the Löwdin analysis, given in e for atoms 1 to 6: 0.059, 0.189, -0.483, -0.015, -0.115, -0.016



(4)
This record from the OMol25 dataset describes a 2-piece molecular cluster, C2H5NO2 overall. The level of theory is ωB97M-V/def2-TZVPD.

Summary:
* SMILES: C=C=N.OO
* LUMO energy: 0.264 eV
* E_tot: -284.2449 a.u.
* relative energy (zero: lowest compared OMol25 entry of this formula, charge and spin): 584.0 kJ/mol

Positions of all 10 atoms, in Å:
C (1.467, 0.375, -0.150)
C (0.705, -0.695, -0.214)
N (-0.101, -1.543, -0.308)
H (2.406, 0.308, 0.387)
H (1.487, 1.046, -1.003)
H (0.123, -2.448, 0.116)
O (-1.259, 1.405, 0.052)
O (-2.300, 0.475, 0.466)
H (-0.507, 1.348, 0.764)
H (-2.021, -0.271, -0.109)

Atom charges from the Löwdin analysis, given in e for atoms 1 to 6: -0.041, -0.286, 0.172, 0.059, 0.068, 0.126



(5)
This record from the OMol25 dataset describes one molecule with the formula C2H5NO2. The level of theory is ωB97M-V/def2-TZVPD.

Summary:
* SMILES: CONC=O
* LUMO energy: 0.892 eV
* E_tot: -284.3740 a.u.
* relative energy (zero: lowest compared OMol25 entry of this formula, charge and spin): 245.2 kJ/mol

Positions of all 10 atoms, in Å:
C (1.269, 0.354, 1.179)
O (0.223, -0.583, 0.931)
N (-0.852, 0.052, 0.341)
C (-0.874, 0.103, -1.033)
O (0.096, -0.040, -1.735)
H (2.074, -0.236, 1.622)
H (0.956, 1.135, 1.886)
H (1.604, 0.808, 0.242)
H (-1.715, -0.202, 0.813)
H (-1.876, 0.375, -1.393)

Atom charges from the Löwdin analysis, given in e for atoms 1 to 6: -0.080, -0.158, -0.010, -0.334, 0.048, 0.091



(6)
This record from the OMol25 dataset describes a 2-piece molecular cluster, C2H5NO2 overall. The level of theory is ωB97M-V/def2-TZVPD.

Summary:
* SMILES: [H]/N=C/O.C=O
* LUMO energy: 0.691 eV
* E_tot: -284.2946 a.u.
* relative energy (zero: lowest compared OMol25 entry of this formula, charge and spin): 453.6 kJ/mol

Positions of all 10 atoms, in Å:
H (0.577, 1.825, -0.038)
N (-0.114, 1.203, -0.700)
C (-1.238, 0.591, -0.267)
O (-2.096, -0.429, -0.680)
H (-1.494, 1.022, 0.683)
H (-2.536, -0.818, -1.451)
C (1.777, -0.787, 0.615)
O (1.871, 0.014, -0.210)
H (0.831, -0.910, 1.329)
H (2.421, -1.712, 0.720)

Atom charges from the Löwdin analysis, given in e for atoms 1 to 6: 0.126, 0.019, -0.309, -0.011, 0.089, 0.112



(7)
This record from the OMol25 dataset describes a 2-piece molecular cluster, C2H5NO2 overall. The level of theory is ωB97M-V/def2-TZVPD.

Summary:
* SMILES: NC=O.C=O
* LUMO energy: 0.455 eV
* E_tot: -284.3868 a.u.
* relative energy (zero: lowest compared OMol25 entry of this formula, charge and spin): 211.4 kJ/mol

Positions of all 10 atoms, in Å:
N (-0.386, 1.198, -0.339)
C (-0.632, 0.524, -1.532)
O (-1.432, -0.347, -1.736)
H (-0.291, 2.199, -0.360)
H (0.178, 0.870, 0.438)
H (-0.200, 1.117, -2.345)
C (0.682, -1.338, 1.457)
O (0.692, -0.272, 1.993)
H (0.975, -1.678, 0.445)
H (0.413, -2.273, 1.980)

Atom charges from the Löwdin analysis, given in e for atoms 1 to 6: 0.086, -0.404, 0.046, 0.081, 0.040, 0.110



(8)
This record from the OMol25 dataset describes one molecule with the formula C2H5NO2. The level of theory is ωB97M-V/def2-TZVPD.

Summary:
* SMILES: CC[N+](=O)[O-]
* LUMO energy: 0.390 eV
* E_tot: -284.3157 a.u.
* relative energy (zero: lowest compared OMol25 entry of this formula, charge and spin): 398.2 kJ/mol

Positions of all 10 atoms, in Å:
C (-0.433, 0.474, 0.261)
C (0.822, -0.531, -0.219)
N (2.143, 0.014, 0.059)
O (2.676, 0.456, -0.923)
O (2.638, 0.103, 1.159)
H (-1.010, 0.970, -0.501)
H (-1.002, -0.209, 0.919)
H (0.113, 1.144, 0.927)
H (0.747, -1.384, 0.340)
H (0.884, -0.614, -1.336)

Atom charges from the Löwdin analysis, given in e for atoms 1 to 6: -0.004, -0.085, -0.458, 0.064, 0.076, 0.059



(9)
This record from the OMol25 dataset describes C2H5NO2 as an isolated structure. The level of theory is ωB97M-V/def2-TZVPD.

Summary:
* LUMO energy: 0.221 eV
* E_tot: -284.4177 a.u.
* relative energy (zero: lowest compared OMol25 entry of this formula, charge and spin): 130.3 kJ/mol

Positions of all 10 atoms, in Å:
C (1.459, 0.064, 0.766)
N (1.142, 0.290, -0.432)
H (0.679, 0.121, 1.521)
H (2.477, -0.198, 1.035)
H (1.854, 0.095, -1.125)
H (-0.068, 0.387, -0.805)
O (-1.225, 0.387, -1.142)
C (-1.896, -0.201, -0.215)
O (-1.437, -0.719, 0.792)
H (-2.986, -0.226, -0.394)

Atom charges from the Löwdin analysis, given in e for atoms 1 to 6: 0.028, 0.101, 0.085, 0.090, 0.111, 0.031



(10)
This record from the OMol25 dataset describes one molecule with the formula C2H5NO2. The level of theory is ωB97M-V/def2-TZVPD.

Summary:
* LUMO energy (spin up / spin down): -0.294 / -0.294 eV
* E_tot: -284.1521 a.u.
* relative energy (zero: lowest compared OMol25 entry of this formula, charge and spin): 827.6 kJ/mol

Positions of all 10 atoms, in Å:
C (0.302, -1.373, -0.263)
C (-0.020, 0.944, 0.037)
N (0.908, -0.197, -0.141)
O (3.404, -0.175, 0.169)
O (2.174, 0.356, 0.035)
H (-0.771, -1.465, -0.025)
H (0.956, -2.351, -0.223)
H (-0.749, 1.198, -0.698)
H (-0.617, 0.892, 0.912)
H (0.758, 1.816, 0.155)

Atom charges from the Löwdin analysis, given in e for atoms 1 to 6: 0.084, -0.018, -0.175, -0.195, -0.217, 0.090